[1]
ORCA calculation (wB97M-V/def2-TZVPD) on a molecular structure, C48H33BaBrClF5IN5O4S3Si at a distorted geometry.

Results
- E_LUMO (eV) = 3.35
- frontier orbital gap (eV) = 5.25
- energy (Eh) = -7764.68851
- HOMO level (eV) = -1.904

The geometry in ORCA input format:
```
! wB97M-V def2-TZVPD RIJCOSX def2/J DEFGRID3
* xyz -2 1
Ba -0.69892 -0.35752 -0.06711
Cl 6.17405 -2.71194 2.50860
C 4.60091 -2.47877 1.78675
C 3.87052 -3.58102 1.36757
C 2.63440 -3.38144 0.79999
C 2.05063 -2.10099 0.63326
O 0.87776 -2.00319 0.10013
C 2.83294 -0.97054 1.05965
C 2.50114 0.43498 0.97161
N 1.44710 1.00610 0.51664
C 1.26170 2.38935 0.47835
C 2.18339 3.28990 1.01911
C 2.00563 4.66473 0.98914
C 0.86464 5.17662 0.38526
C -0.09281 4.33579 -0.15175
C -1.25833 4.84789 -0.84970
C -2.21131 4.03875 -1.31098
C -2.15849 2.55741 -1.08324
N -0.88388 2.08606 -0.58982
C 0.04101 2.90377 -0.10350
C 4.09306 -1.21061 1.63467
H 4.27201 -4.57858 1.49562
H 2.04328 -4.22861 0.47142
H 3.33658 1.04269 1.32903
H 3.07466 2.90365 1.49572
H 2.74769 5.32173 1.42646
H 0.71178 6.25122 0.32208
H -1.31686 5.91812 -1.02814
H -3.04419 4.44358 -1.88281
H -2.36382 2.05682 -2.04537
H 4.68067 -0.37146 1.98729
Br -2.33354 1.98634 6.93309
C -1.88627 1.28804 5.22888
C -2.21045 -0.01816 4.91910
C -1.87641 -0.47613 3.65262
N -1.29192 0.28557 2.73158
C -0.96638 1.53227 3.06789
C -1.23834 2.08744 4.30787
H -2.67507 -0.67514 5.63896
H -2.07817 -1.50601 3.38060
H -0.46722 2.12248 2.30552
H -0.95567 3.10597 4.52954
N -1.29372 -3.17643 -2.69055
C -1.96645 -2.03448 -2.88711
O -2.22304 -1.23676 -1.98445
C -2.39656 -1.80344 -4.32395
I -3.79187 -0.21553 -4.48395
H -0.76738 -3.26237 -1.83034
H -0.99610 -3.72163 -3.49802
H -2.84810 -2.69173 -4.75402
H -1.51048 -1.55207 -4.90077
O -0.20952 -4.36600 -5.53221
S 1.04701 -3.64514 -5.73338
O 1.53020 -3.65965 -7.08879
N 0.92500 -2.15686 -5.10336
C 1.62224 -2.04199 -3.97272
S 1.70398 -0.70600 -2.97550
C 2.42015 -3.25819 -3.64450
C 3.26744 -3.45274 -2.56493
C 3.92709 -4.66976 -2.46026
C 3.75521 -5.67008 -3.41252
C 2.89885 -5.48143 -4.49132
C 2.24179 -4.27140 -4.57192
H 3.38340 -2.67231 -1.82440
H 4.58277 -4.84329 -1.61462
H 4.29128 -6.60563 -3.30788
H 2.74692 -6.25123 -5.23745
C -7.17682 0.34724 -2.50314
C -6.76354 1.66853 -2.60931
C -5.70713 2.13101 -1.83610
C -5.04229 1.28908 -0.94082
C -5.46834 -0.03742 -0.85558
C -6.52497 -0.50613 -1.62301
Si -3.57168 1.91053 0.05783
C -4.14276 3.14192 1.37103
C -4.23537 2.71400 2.69921
C -4.64697 3.56781 3.71236
C -4.98321 4.88298 3.41404
C -4.90156 5.32851 2.10121
C -4.48255 4.46867 1.09497
H -7.99225 -0.01928 -3.11478
H -7.26146 2.33823 -3.30176
H -5.39338 3.16659 -1.93674
H -4.95504 -0.72103 -0.18759
H -6.82941 -1.54328 -1.54715
H -3.09419 0.76756 0.88323
H -3.96247 1.69336 2.95187
H -4.68834 3.21249 4.73547
H -5.29690 5.55862 4.20058
H -5.15342 6.35564 1.86257
H -4.40390 4.84334 0.08086
F 5.58810 -4.43144 6.23217
C 4.55507 -3.69251 5.77112
C 3.30974 -4.25887 5.58753
F 3.13412 -5.56550 5.87783
C 2.25924 -3.50035 5.11615
F 1.07438 -4.11302 4.96518
C 2.37995 -2.13479 4.79423
S 1.09533 -1.21511 4.17760
C 3.67132 -1.60865 4.98997
F 3.91340 -0.31926 4.70682
C 4.72568 -2.35623 5.46942
F 5.93785 -1.79369 5.64797
*
```

---

[2]
ORCA calculation (wB97M-V/def2-TZVPD) on a molecular structure, C31H49BN5O9RbS2Si at a distorted geometry.

Results
- E_LUMO (eV) = 3.56
- frontier orbital gap (eV) = 7.17
- energy (Eh) = -3296.66398
- HOMO level (eV) = -3.612

The geometry in ORCA input format:
```
! wB97M-V def2-TZVPD RIJCOSX def2/J DEFGRID3
* xyz -2 1
Rb -0.16988 0.50500 -0.26034
C 6.02185 -3.61820 -0.22431
C 5.77754 -2.14210 0.08635
C 4.41784 -1.87863 0.64476
N 3.52180 -1.18521 0.04410
N 2.33959 -1.08272 0.72023
C 2.33714 -1.73766 1.84820
N 1.28409 -1.88110 2.65613
S 3.88333 -2.51034 2.18276
H 7.01170 -3.76598 -0.65982
H 5.27511 -3.98562 -0.92850
H 5.95430 -4.22654 0.67899
H 5.85333 -1.54397 -0.82271
H 6.54015 -1.77905 0.78175
H 0.35918 -1.33336 2.51984
H 1.44114 -2.28847 3.56085
O 0.81800 2.09154 -2.28261
C 1.08120 2.91375 -1.38047
O 0.96169 2.78519 -0.14419
C 1.61187 4.26576 -1.86202
C 1.21870 4.76717 -3.09606
C 1.67641 6.00015 -3.54727
C 2.56632 6.73470 -2.78323
C 2.96135 6.21004 -1.56240
C 2.48871 5.00356 -1.07762
N 3.92072 6.98241 -0.75374
O 4.30636 6.50421 0.29435
O 4.30565 8.05527 -1.19411
H 0.55127 4.16600 -3.69886
H 1.34439 6.38768 -4.50195
H 2.95326 7.68864 -3.10854
H 2.78120 4.63775 -0.10436
B -5.20807 1.97956 -1.77571
C -3.92969 1.04897 -1.58251
N -3.00800 0.36126 -1.45265
H -5.42172 2.08972 -2.97254
H -6.15448 1.44907 -1.21745
H -4.97394 3.06737 -1.28020
C -1.71039 -2.33115 -2.43776
S 0.04341 -1.99711 -2.22114
O 0.50785 -2.92671 -1.15705
C 0.54820 -2.72033 -3.79100
C 1.17076 -3.95541 -3.76826
C 1.58474 -4.52677 -4.96531
C 1.38342 -3.85766 -6.16366
C 0.77381 -2.60774 -6.16996
C 0.36047 -2.03006 -4.98014
H -1.81800 -3.41280 -2.51669
H -2.07148 -1.81622 -3.32578
H -2.23013 -1.92156 -1.57564
H 1.32314 -4.43746 -2.81062
H 2.07275 -5.49377 -4.96000
H 1.71156 -4.30276 -7.09470
H 0.63131 -2.07759 -7.10287
H -0.09341 -1.04615 -4.97124
C -1.98259 -3.04528 3.99361
C -1.88259 -2.33115 5.34014
C -0.92486 -3.08426 6.26132
C -3.26119 -2.22219 5.98819
O -1.34340 -1.03240 5.18888
Si -1.57717 0.02834 3.91237
O -0.78309 -0.38120 2.62342
O -1.16861 1.50645 4.55309
C -0.03197 1.90680 5.28787
C 0.11311 3.40899 5.06331
C 1.21685 1.18153 4.79098
C -0.26785 1.60788 6.76723
O -3.22072 0.08732 3.73262
C -4.00319 1.05513 3.03960
C -5.24508 0.32464 2.54094
C -3.23332 1.63769 1.86123
C -4.38700 2.15241 4.02678
H -2.31011 -4.07836 4.13902
H -1.01598 -3.04039 3.49030
H -2.69472 -2.53782 3.34223
H -1.29450 -4.09064 6.47362
H -0.81379 -2.54250 7.20225
H 0.05662 -3.16403 5.79121
H -3.71006 -3.21187 6.11015
H -3.90815 -1.60773 5.36353
H -3.17405 -1.75123 6.96955
H 0.24255 3.61149 4.00000
H 0.97365 3.80539 5.60806
H -0.78783 3.92284 5.40343
H 1.33972 1.33702 3.71941
H 1.12454 0.10988 4.97243
H 2.10425 1.55070 5.31154
H -1.16109 2.13325 7.11032
H 0.58580 1.93127 7.36910
H -0.42222 0.53783 6.90452
H -4.95854 -0.45245 1.83232
H -5.92277 1.01230 2.03177
H -5.76611 -0.13816 3.38277
H -2.94533 0.84223 1.17684
H -2.33299 2.15126 2.20502
H -3.85413 2.34583 1.30888
H -4.94453 1.72364 4.86289
H -5.00985 2.90110 3.53295
H -3.48909 2.63320 4.41751
*
```